Here is a single C18H22Cl2N2O3 molecule at a distorted geometry from the Open Molecules 2025 dataset. Energies are from wB97M-V/def2-TZVPD.

Structure (XYZ):
```
47
Properties=species:S:1:pos:R:3
C 1.620 0.534 -4.361
C 0.083 0.660 -4.146
C -0.096 2.137 -3.732
C -0.602 0.280 -5.509
C -2.115 0.318 -5.279
O -2.858 0.659 -6.246
C -2.670 0.040 -3.938
C -1.846 -0.371 -2.904
N -2.587 -1.074 -1.922
N -1.967 -1.598 -0.795
C -2.005 -1.068 0.501
O -2.298 0.136 0.627
C -1.461 -1.792 1.719
C 0.104 -1.494 1.963
C 0.297 -0.211 2.671
O 1.674 -0.083 3.095
C 1.866 0.257 4.403
C 1.676 1.540 4.795
C 1.775 1.850 6.156
C 2.320 0.949 7.049
Cl 2.425 1.291 8.740
C 2.672 -0.339 6.596
C 2.399 -0.761 5.257
Cl 2.673 -2.434 4.906
C -0.367 -0.210 -2.926
H 2.176 0.803 -3.505
H 1.711 -0.550 -4.592
H 2.096 1.028 -5.177
H 0.408 2.420 -2.808
H -1.102 2.435 -3.573
H 0.383 2.666 -4.568
H -0.251 0.909 -6.349
H -0.458 -0.720 -5.820
H -3.749 -0.042 -4.004
H -3.455 -0.621 -1.699
H -1.757 -2.644 -0.770
H -1.512 -2.812 1.372
H -1.951 -1.622 2.676
H 0.594 -2.190 2.675
H 0.639 -1.522 0.988
H -0.032 0.668 2.146
H -0.307 -0.320 3.520
H 1.388 2.196 3.952
H 1.407 2.861 6.509
H 2.939 -1.096 7.285
H 0.045 0.118 -1.889
H 0.074 -1.178 -3.090
```

Output
SMILES string: CC1(C)CC(=O)C=C(NNC(=O)CCCOc2ccc(Cl)cc2Cl)C1
HOMO in eV: -8.7
ΔE to the lowest compared entry with this formula, charge and spin in kcal per mole: 62.0
Spin multiplicity: 1
E_tot in Ha: -1954.61524
E_LUMO in hartree: 0.01357